No. 1
A 3-piece molecular cluster, C28H56F3N2 overall, computed with ωB97M-V/def2-TZVPD.

Properties
Lowest unoccupied orbital energy in hartree: -0.13355
E in eV: -41070.2669
Gap between HOMO and LUMO in eV: 8.82
HOMO in eV: -12.454

Structure (ORCA input):
```
! RIJCOSX wB97M-V def2-TZVPD def2/J DEFGRID3
* xyz 1 1
C -2.6270 2.9219 1.3638
C -3.4280 1.5957 1.0191
C -2.6108 0.5664 0.1026
C -2.5369 -0.8566 0.8239
C -1.3114 -1.7391 0.3067
C 0.0912 -1.1435 0.7991
C 1.1150 -1.2666 -0.4067
C 2.5846 -0.8098 -0.0574
C 2.7371 0.7898 -0.0131
C 3.2708 1.3343 -1.4006
C 2.0124 1.9200 -2.1865
C 1.3956 3.2018 -1.5029
C 0.1359 3.6659 -2.3223
C -0.7146 4.8210 -2.0649
N -1.6516 4.7468 -3.1205
C -1.3890 3.6946 -3.9124
C -2.0951 3.1916 -5.2137
F -3.2164 2.4977 -4.8871
F -1.2819 2.3521 -5.9231
F -2.3704 4.2934 -5.9768
N -0.3082 2.9794 -3.4588
H -3.3223 3.8034 1.3446
H -1.7650 3.0186 0.6529
H -2.1947 2.7704 2.3939
H -4.3160 1.9091 0.3993
H -3.8254 1.0662 1.9242
H -1.5757 0.9603 -0.0929
H -3.1540 0.4056 -0.8672
H -2.5305 -0.7652 1.9436
H -3.4931 -1.4016 0.5685
H -1.3275 -1.7612 -0.8236
H -1.4287 -2.7969 0.6682
H 0.4197 -1.7982 1.6530
H -0.0452 -0.0852 1.1430
H 0.6880 -0.6859 -1.2730
H 1.1275 -2.3528 -0.7113
H 3.3390 -1.1628 -0.8145
H 2.8795 -1.1526 0.9757
H 1.7081 1.1698 0.2325
H 3.4536 1.1261 0.7797
H 3.9950 2.1809 -1.2766
H 3.6907 0.5282 -2.0599
H 1.2900 1.0734 -2.3254
H 2.3574 2.2337 -3.2129
H 2.1637 4.0195 -1.6229
H 1.0768 3.0518 -0.4431
H -0.6414 5.5802 -1.2634
H -2.4190 5.3965 -3.2970
H 0.0471 2.1428 -3.9220
C 2.8196 1.6162 6.4843
C 1.3956 2.0457 6.1518
C 0.9760 1.6842 4.7265
C 1.7960 2.3542 3.6206
C 1.8095 3.8821 3.6574
C 0.4251 4.4757 3.4604
H 3.5517 2.1117 5.8433
H 3.0602 1.8735 7.5178
H 2.9368 0.5359 6.3699
H 1.2860 3.1207 6.3228
H 0.7108 1.5543 6.8496
H -0.0826 1.9324 4.5977
H 1.0456 0.5982 4.5994
H 1.4022 2.0248 2.6508
H 2.8276 1.9919 3.6623
H 2.4642 4.2505 2.8601
H 2.2444 4.2411 4.5939
H 0.0094 4.1567 2.5003
H 0.4680 5.5674 3.4669
H -0.2606 4.1707 4.2533
C -2.6630 -4.9065 -1.3765
C -1.3361 -5.5313 -0.9632
C -0.1782 -5.1457 -1.8845
C -0.3267 -5.6032 -3.3383
C -0.5048 -7.1098 -3.5272
C 0.6901 -7.9209 -3.0409
H -2.9738 -5.2368 -2.3694
H -3.4491 -5.1914 -0.6735
H -2.5935 -3.8156 -1.3820
H -1.4408 -6.6186 -0.9134
H -1.0956 -5.2009 0.0529
H 0.7510 -5.5477 -1.4687
H -0.0633 -4.0552 -1.8745
H 0.5589 -5.2775 -3.8953
H -1.1751 -5.0876 -3.7988
H -0.6527 -7.3106 -4.5929
H -1.4128 -7.4548 -3.0242
H 1.5999 -7.6275 -3.5697
H 0.5238 -8.9849 -3.2215
H 0.8576 -7.7923 -1.9694
*
```



No. 2
A 3-piece molecular cluster, C28H56F3N5O12PS overall, computed with ωB97M-V/def2-TZVPD.

Properties
Lowest unoccupied orbital energy in hartree: 0.04485
E in eV: -90224.6366
Gap between HOMO and LUMO in eV: 8.20
HOMO in eV: -6.977

Structure (ORCA input):
```
! RIJCOSX wB97M-V def2-TZVPD def2/J DEFGRID3
* xyz -1 1
C 3.0827 2.3111 0.6409
C 3.1650 0.7279 0.0970
C 2.4769 -0.3592 1.0620
P 0.6813 -0.9092 0.8760
C 0.2481 0.4254 -0.4986
C -1.1615 0.2681 -1.2731
C -2.4724 1.0918 -0.7530
S -3.7447 0.9491 -2.1763
O -5.1193 1.5985 -1.7678
O -3.2149 1.4792 -3.5283
O -4.0803 -0.7559 -2.2644
C 1.1539 -2.3717 2.0817
C 0.1937 -3.3712 2.7532
C -0.8749 -2.9731 3.9542
F 1.1089 -4.3486 3.5023
O -1.0290 -1.1438 0.9644
C -1.8595 -2.1110 0.8739
N -2.4320 -3.2781 0.6536
N 0.9732 -1.9639 -0.5202
C 0.3003 -3.1292 -0.9180
C -0.4503 -3.1842 -2.4202
O 0.2678 -4.3696 -0.3522
C 2.3067 -2.1172 -1.1235
C 2.7282 -1.5287 -2.6416
O 3.3333 -2.9123 -0.6955
N 0.3530 0.2356 2.1957
C 0.5381 -0.0440 3.6002
O -0.4422 0.0455 4.5552
F 1.8268 -0.1674 4.3997
C -0.7369 1.2074 2.1021
O -2.0564 1.1574 2.3971
F -0.3654 2.6564 1.8416
H 2.0756 2.5610 1.1709
H 3.3898 3.0448 -0.2186
H 3.9260 2.4101 1.4804
H 4.3449 0.5217 0.1824
H 2.9795 0.7132 -1.0402
H 3.2740 -1.2371 1.2405
H 2.6767 0.2418 2.0859
H 0.9732 0.1874 -1.4232
H 0.5641 1.4999 -0.2028
H -1.0094 0.7564 -2.3616
H -1.5204 -0.8135 -1.5348
H -2.2887 2.1923 -0.4150
H -2.9658 0.4065 0.0924
H -4.7486 -0.9401 -2.9871
H 1.7976 -3.0901 1.3583
H 2.0580 -2.0753 2.8065
H -0.4387 -4.1499 2.0928
H -1.5573 -3.8989 4.2668
H -0.2795 -2.6920 4.9485
H -1.6099 -2.1068 3.6540
H -1.6034 -3.3550 -2.3424
H -0.1970 -2.2395 -3.0696
H 0.0158 -4.1130 -2.9978
H 3.0499 -2.4024 -3.3615
H 1.9010 -0.8426 -3.1021
H 3.6858 -0.8461 -2.4435
C -4.9738 -1.8750 -5.7512
O -5.5050 -0.6553 -5.2422
C -4.8712 0.5218 -5.7674
C -5.7446 1.2074 -6.8311
N -5.7973 0.4370 -8.0790
C -6.9064 0.7773 -8.9719
C -8.3434 0.8391 -8.4116
O -8.9264 -0.4280 -8.0914
C -8.4133 -1.0358 -6.9174
H -5.3061 -2.6844 -5.0990
H -5.3747 -2.0851 -6.7505
H -3.8866 -1.8662 -5.7899
H -3.8605 0.3196 -6.1281
H -4.7790 1.2148 -4.9168
H -5.3288 2.2031 -7.0515
H -6.7240 1.3464 -6.3973
H -5.8501 -0.5521 -7.8686
H -6.8941 0.0283 -9.7792
H -6.6780 1.7399 -9.4468
H -8.9778 1.2457 -9.2082
H -8.4472 1.5316 -7.5746
H -8.2517 -0.3132 -6.1118
H -7.4939 -1.5687 -7.1585
H -9.1303 -1.7822 -6.5662
C 7.5159 4.2004 7.0021
O 7.9022 2.8301 7.0472
C 7.3303 2.0980 8.1426
C 6.1698 1.2019 7.6793
N 4.9807 1.9838 7.3211
C 4.0017 1.2794 6.4913
C 4.4707 0.5494 5.2146
O 4.8480 1.4030 4.1297
C 6.0916 2.0629 4.3008
H 8.2051 4.7221 6.3358
H 6.5129 4.3063 6.5706
H 7.5406 4.6677 7.9842
H 7.0453 2.7507 8.9705
H 8.1318 1.4390 8.5108
H 5.9018 0.5100 8.4931
H 6.5339 0.6128 6.8505
H 5.2596 2.8283 6.8367
H 3.2535 2.0301 6.1917
H 3.4718 0.5592 7.1275
H 3.6105 -0.0173 4.8386
H 5.2471 -0.1930 5.4067
H 6.8501 1.4115 4.7453
H 5.9445 2.9614 4.8995
H 6.4537 2.3888 3.3225
*
```



No. 3
A 3-piece molecular cluster, C28H56FN5O3PS2Si overall, computed with ωB97M-V/def2-TZVPD.

Properties
Lowest unoccupied orbital energy in hartree: -0.10286
E in eV: -85075.8100
Gap between HOMO and LUMO in eV: 8.77
HOMO in eV: -11.569

Structure (ORCA input):
```
! RIJCOSX wB97M-V def2-TZVPD def2/J DEFGRID3
* xyz 1 1
C 4.5240 -2.3557 2.1314
C 2.9627 -2.6941 1.6436
C 2.5938 -1.9513 0.1899
O 1.4918 -1.0423 0.2232
C 1.7486 0.3645 0.5012
N 3.0566 0.9486 0.1376
C 4.2357 0.8376 0.9902
C 5.6333 0.2598 0.2597
O 4.4803 1.2201 2.2509
C 3.2918 1.2223 -1.3181
C 3.1634 0.0686 -2.5177
O 3.6834 2.4664 -1.6849
C 1.3951 0.5916 2.0787
N -0.0415 0.6720 2.4787
C -0.2592 -0.2886 3.6695
C 0.5458 0.2509 5.0344
C 0.3395 -0.9717 6.1526
S 1.6910 -2.3013 6.0161
C -1.0659 0.5498 1.3816
C -1.5748 -0.9785 1.0563
C -3.0612 -1.3716 1.6100
C -4.2309 -1.4284 0.4151
F -3.5848 -0.5702 2.7282
C -0.5519 1.4014 0.0536
P -2.0101 1.3397 -1.2437
S -1.8050 0.0589 -2.6662
Si -0.5069 3.3497 0.3712
C -2.1843 4.0353 1.0392
C 0.8628 3.9027 1.5925
C -0.1644 4.3341 -1.2947
N 0.7803 1.0697 -0.4786
H 4.9798 -3.2614 2.7616
H 4.6087 -1.3691 2.7541
H 5.1536 -2.3454 1.1251
H 2.9609 -3.8767 1.4782
H 2.1655 -2.4917 2.4754
H 2.2757 -2.8677 -0.5102
H 3.6153 -1.5868 -0.2398
H 5.4181 -0.4420 -0.6471
H 6.1402 1.2399 -0.1962
H 6.3940 -0.1545 1.0464
H 2.9656 0.5387 -3.5776
H 2.2815 -0.6925 -2.3206
H 4.1492 -0.5930 -2.5663
H 1.8646 -0.3423 2.6571
H 1.9359 1.5349 2.5729
H -0.1943 1.6160 2.9502
H 0.1127 -1.3794 3.4444
H -1.3802 -0.3644 3.9959
H 0.0316 1.2064 5.4882
H 1.7009 0.3784 4.8566
H -0.7309 -1.4689 6.0832
H 0.4243 -0.5633 7.2698
H 2.8823 -1.5740 6.2239
H -2.0128 1.1746 1.7582
H -0.8395 -1.8256 1.4732
H -1.5994 -1.2387 -0.1107
H -3.0063 -2.4975 2.0051
H -4.9468 -0.5025 0.4327
H -3.7261 -1.5273 -0.6466
H -4.8546 -2.4327 0.5790
H -3.1903 1.0117 -0.4317
H -2.2934 2.6202 -1.8374
H -1.9314 4.7994 1.9211
H -2.7819 4.6301 0.2096
H -2.9017 3.2193 1.4885
H 0.6701 3.6285 2.7263
H 1.9040 3.4174 1.2713
H 1.0437 5.0786 1.5404
H 0.8851 4.8706 -1.2800
H -1.0458 5.0857 -1.5040
H -0.0995 3.5296 -2.1731
H 0.6548 0.4109 -1.2763
C 0.4109 -5.5690 -1.6650
C -1.0640 -5.7612 -1.9939
C -1.9501 -4.6359 -1.4611
C -1.9792 -4.5936 0.0066
N -1.9952 -4.5563 1.1660
H 0.5883 -5.5877 -0.5855
H 1.0033 -6.3735 -2.1131
H 0.7798 -4.6166 -2.0591
H -1.3989 -6.7273 -1.5971
H -1.1743 -5.8081 -3.0838
H -2.9717 -4.7868 -1.8309
H -1.6101 -3.6720 -1.8567
C -2.2891 2.5804 -5.9921
C -3.7640 2.3882 -6.3209
C -4.6501 3.5135 -5.7881
C -4.6792 3.5558 -4.3205
N -4.6952 3.5931 -3.1611
H -2.1117 2.5617 -4.9125
H -1.6967 1.7759 -6.4402
H -1.9202 3.5328 -6.3862
H -4.0989 1.4221 -5.9242
H -3.8743 2.3413 -7.4109
H -5.6717 3.3626 -6.1580
H -4.3101 4.4774 -6.1837
*
```



No. 4
C28H56MnO21 as an isolated structure, computed with ωB97M-V/def2-TZVPD.

Properties
Lowest unoccupied orbital energy (alpha / beta) in hartree: -0.39020 / -0.37823
E in eV: -104240.7570
Gap between HOMO and LUMO (alpha / beta) in eV: 3.95 / 4.27
ΔE to the lowest compared entry with this formula, charge and spin in kcal/mol: 264.3
HOMO (alpha / beta) in eV: -14.565 / -14.566

Structure (ORCA input):
```
! RIJCOSX wB97M-V def2-TZVPD def2/J DEFGRID3
* xyz 2 6
Mn -0.4234 0.4447 0.1201
C 4.8441 -2.2856 -2.7592
C 5.1453 -0.9087 -2.2072
O 4.7301 0.2310 -2.9046
C 3.4081 0.4975 -2.9206
O 2.5334 -0.0493 -2.2446
O 3.1647 1.5005 -3.8343
C 4.2068 2.2343 -4.4013
H 5.3417 -3.0928 -2.2218
H 5.1896 -2.2571 -3.7926
H 3.7955 -2.5814 -2.7265
H 6.2300 -0.8165 -2.1531
H 4.9087 -0.7126 -1.1614
H 4.8282 2.7108 -3.6431
H 3.8845 3.0505 -5.0479
H 4.9103 1.6930 -5.0338
C 6.3576 2.7292 1.2206
C 4.9252 2.8927 1.6279
O 4.7393 2.1839 2.9347
C 3.6877 1.3974 3.0941
O 2.8310 1.2557 2.2151
O 3.7093 0.7319 4.2548
C 4.7419 0.9254 5.2655
H 6.5459 1.9094 0.5273
H 6.9642 2.5232 2.1024
H 6.8107 3.6254 0.7967
H 4.2779 2.6154 0.7959
H 4.8486 3.9691 1.7818
H 4.5049 0.3902 6.1851
H 4.9070 1.9577 5.5740
H 5.7163 0.4958 5.0330
C 2.0992 6.8540 3.6984
C 0.5624 6.6099 3.6245
O 0.4477 5.3556 2.9358
C -0.6654 5.1190 2.2122
O -0.8698 4.0744 1.5630
O -1.6462 6.0146 2.5588
C -2.7362 6.2907 1.7371
H 2.2127 7.6753 4.4060
H 2.5650 7.2111 2.7799
H 2.6139 5.9451 4.0101
H 0.0718 7.4541 3.1399
H 0.0929 6.4958 4.6015
H -3.0820 5.3579 1.2917
H -2.3416 6.8724 0.9040
H -3.5163 6.8555 2.2474
C -6.6720 -4.2465 1.7408
C -6.6802 -2.7361 1.9998
O -5.3381 -2.3212 1.6716
C -5.0117 -0.9528 1.7750
O -3.9317 -0.5043 1.3894
O -6.0163 -0.2802 2.3562
C -5.9297 1.1206 2.3837
H -7.6618 -4.6395 1.9731
H -5.8193 -4.7889 2.1493
H -6.5871 -4.4641 0.6761
H -7.0173 -2.4848 3.0055
H -7.4291 -2.3253 1.3226
H -5.0272 1.4699 2.8853
H -6.7919 1.6522 2.7864
H -5.8794 1.5411 1.3794
C 4.8864 -4.1632 2.6722
C 3.4736 -4.8450 2.7471
O 2.5947 -3.8966 2.1349
C 1.2926 -3.7173 2.4142
O 0.6621 -2.7736 1.8899
O 0.8508 -4.6049 3.2780
C -0.5116 -4.6097 3.6791
H 5.1953 -4.1026 1.6287
H 5.6453 -4.7344 3.2068
H 4.7893 -3.1667 3.1033
H 3.2044 -5.0393 3.7853
H 3.4220 -5.7748 2.1804
H -1.0568 -5.2625 2.9974
H -1.1044 -3.7017 3.5685
H -0.6100 -5.0089 4.6885
C -4.4476 2.3035 -6.5686
C -5.1920 2.2964 -5.1930
O -4.3983 1.8171 -4.0800
C -3.2766 2.5231 -3.6218
O -2.4922 2.0450 -2.8201
O -3.1472 3.7383 -4.1447
C -2.0192 4.5935 -3.8947
H -3.9647 1.3441 -6.7542
H -3.6308 3.0247 -6.5410
H -5.0996 2.5330 -7.4115
H -5.9857 1.5628 -5.3342
H -5.6668 3.2686 -5.0609
H -1.6821 4.5327 -2.8599
H -2.3058 5.6168 -4.1374
H -1.2307 4.3115 -4.5924
C -1.3492 -7.4568 -0.8209
C -1.3984 -6.5052 -2.0514
O -1.4734 -5.1569 -1.6358
C -1.6270 -4.0562 -2.3975
O -1.5051 -2.8878 -1.9285
O -1.9955 -4.3530 -3.6516
C -2.0353 -3.3597 -4.6399
H -1.4337 -8.5281 -1.0037
H -2.1285 -7.3127 -0.0725
H -0.4335 -7.3111 -0.2479
H -2.2223 -6.8546 -2.6737
H -0.4922 -6.5609 -2.6545
H -2.9788 -2.8296 -4.5101
H -2.2204 -3.7367 -5.6457
H -1.1811 -2.6859 -4.7073
*
```